9 unconnected molecules or ions with the total composition C45H105N3O9 at a distorted geometry. Source: OMol25; level of theory: the ωB97M-V functional and the def2-TZVPD basis.

The total charge is 0. The calculation puts the HOMO energy at -7.86 eV. As for the gap between HOMO and LUMO: 8.01 eV. The structure (SMILES) is CC1(C)CCCC(C)(C)N1O.CC1(C)CCCC(C)(C)N1O.CC1(C)CCCC(C)(C)N1O.CC(C)O.CC(C)O.CC(C)O.CC(C)O.CC(C)O.CC(C)O. As for the spin multiplicity: 1. Its total energy is -2618.68279 a.u. As for the LUMO energy: 0.15 eV. The calculation puts the energy above the lowest of the compared OMol25 structures with the same formula, charge and spin at 385.81 kJ/mol.

Geometry as XYZ:
```
162
Properties=species:S:1:pos:R:3:forces:R:3
C -1.315513 -6.159745 -1.655826 0.053 0.415 -0.355
C -0.018643 -6.628455 -2.443416 -2.615 0.254 1.585
C 1.139737 -6.033285 -1.645436 0.538 -0.558 0.287
C 1.569597 -6.774525 -0.333376 -0.058 -0.546 -2.215
C 1.859067 -8.244395 -0.712246 -1.281 0.208 -0.093
C 0.662387 -8.974875 -1.482156 1.462 0.489 -0.402
N -0.014973 -8.088335 -2.474626 3.445 0.314 -0.239
O -1.108743 -8.689895 -3.040996 -0.437 0.106 -0.130
C 1.333157 -10.146255 -2.293926 -1.050 0.991 0.467
C -0.381733 -9.442905 -0.449696 0.262 -0.090 -0.674
C -0.088883 -5.911375 -3.823816 0.804 -0.305 -0.227
H -1.599643 -5.228775 -2.146406 -0.676 -0.113 0.161
H -1.217993 -5.901545 -0.601356 0.667 -0.147 0.118
H -2.126113 -6.888435 -1.649386 -0.185 0.167 -0.526
H 1.958587 -5.987085 -2.363386 0.532 0.109 0.326
H 0.863737 -5.020145 -1.353076 0.022 0.149 -0.367
H 0.790987 -6.675975 0.423034 0.206 0.025 0.148
H 2.526437 -6.335955 -0.050156 -0.269 0.190 0.550
H 2.058477 -8.818605 0.192524 -0.064 -0.177 0.018
H 2.787227 -8.279955 -1.282646 -0.153 0.026 -0.346
H 1.855697 -10.777795 -1.575446 -0.159 -0.453 -0.297
H 0.544547 -10.609015 -2.887266 0.034 -0.630 0.399
H 2.021737 -9.778695 -3.054756 0.206 0.346 0.360
H -1.072763 -10.140945 -0.922256 -0.139 -0.004 0.054
H 0.046257 -9.957555 0.410564 0.066 0.194 0.007
H -0.921563 -8.540845 -0.161626 -0.150 -0.143 0.468
H 0.805567 -6.075225 -4.424826 0.352 -0.239 0.215
H -0.114413 -4.836215 -3.646416 -0.088 0.046 0.123
H -0.886563 -6.138105 -4.531216 -0.447 -0.367 0.623
H -1.750053 -8.651815 -2.327646 -0.877 -0.238 -0.038
C 1.658317 6.072365 2.424554 0.241 0.052 -0.947
C 1.257187 5.986885 3.871544 -1.256 -0.074 1.739
C 2.128397 4.938235 4.676114 0.324 0.949 -1.193
C 3.525047 5.489505 4.911974 -0.606 0.773 1.137
C 3.374117 6.762645 5.759354 1.511 -0.059 -0.684
C 2.547507 7.871505 5.076064 0.595 1.545 0.849
N 1.291437 7.310845 4.626914 -0.065 -2.201 1.026
O 0.454907 8.300605 4.110254 0.357 -0.343 -0.420
C 2.232647 8.945745 6.189854 -0.064 -1.695 -0.601
C 3.337887 8.608355 3.919014 0.170 -0.984 0.405
C -0.220783 5.459615 3.977674 -0.186 0.439 -0.264
H 1.210577 5.262275 1.848894 0.001 -0.105 0.058
H 2.729417 6.021125 2.229044 0.100 0.013 0.242
H 1.306207 6.987735 1.948934 -0.141 0.135 0.074
H 1.654347 4.717985 5.632594 -0.044 0.002 -0.073
H 2.216987 4.031185 4.078194 -0.415 -0.161 -0.029
H 4.060167 5.777495 4.007094 -0.075 -0.359 -0.193
H 4.144167 4.813775 5.502034 0.049 -0.290 -0.286
H 4.401917 7.088565 5.919034 0.191 0.735 -0.375
H 3.159237 6.540635 6.804654 -1.197 -0.061 -0.116
H 3.081897 9.044525 6.865964 0.278 0.574 -0.418
H 1.870147 9.854185 5.708774 0.041 0.059 0.576
H 1.495327 8.434305 6.808644 -0.489 0.507 -0.037
H 4.303587 8.976905 4.264984 0.102 -0.297 0.164
H 3.487967 7.884085 3.118394 0.290 0.202 -0.166
H 2.890827 9.505435 3.490644 -0.583 -0.094 0.158
H -0.463573 5.057695 4.961344 0.397 -0.258 -0.012
H -0.441403 4.738645 3.190504 0.341 -0.455 0.213
H -1.025553 6.179415 3.828174 0.477 0.699 -0.142
H 1.023487 8.648125 3.419204 -0.347 0.738 -0.701
C -3.937413 -1.982325 2.943604 -0.435 -0.930 -0.441
C -4.840993 -3.017085 3.660964 -1.203 -0.277 1.517
C -5.345433 -2.394735 5.016784 -0.188 1.668 -0.903
C -6.479273 -1.345655 4.876644 0.596 -1.043 -1.187
C -7.620113 -1.931925 4.060244 0.366 0.635 0.416
C -7.227763 -2.607215 2.711534 -1.083 -0.722 -0.448
N -6.061803 -3.510315 2.959784 -0.358 0.328 0.929
O -5.754013 -4.361205 1.863994 0.122 0.908 -0.328
C -8.477113 -3.554425 2.404954 0.349 0.369 -0.255
C -6.940893 -1.542905 1.561284 0.357 -1.202 1.140
C -4.018333 -4.245425 4.047284 1.184 -0.520 -0.165
H -4.392963 -0.992815 2.905744 0.222 -0.034 0.141
H -3.781703 -2.332005 1.923024 -0.023 0.101 -0.175
H -2.949773 -1.968365 3.404544 -0.118 0.239 0.203
H -5.681023 -3.102515 5.774754 0.429 -0.352 -0.212
H -4.537443 -1.745445 5.353974 0.513 -0.683 0.598
H -6.139313 -0.466235 4.329704 0.337 0.269 0.413
H -6.809933 -1.102945 5.886524 -0.075 0.385 -0.163
H -8.277693 -1.084285 3.867364 -0.463 -0.254 -0.308
H -8.108953 -2.583225 4.784774 -0.373 -0.553 -0.627
H -9.396083 -3.042855 2.118794 0.155 0.749 0.215
H -8.385633 -4.259455 1.578714 0.717 -0.032 0.032
H -8.740293 -4.111395 3.304194 0.272 -0.106 0.011
H -7.796463 -0.983535 1.182854 -0.124 -0.170 0.276
H -6.194233 -0.863535 1.972434 -0.158 0.247 -0.243
H -6.467573 -2.084705 0.742434 -0.081 0.054 -0.117
H -4.455793 -5.090525 4.578814 -1.075 0.274 -0.222
H -3.215783 -4.011115 4.746644 0.209 0.631 -0.146
H -3.536243 -4.681565 3.172374 0.063 0.064 -0.138
H -5.957203 -5.245885 2.176504 -0.117 -0.038 0.178
C 2.873187 -1.773345 4.542684 -0.311 -0.389 -0.457
C 2.753667 -1.358085 6.016624 -1.685 -2.473 -0.494
C 1.517777 -2.108085 6.585444 -0.735 0.852 -0.844
O 3.769817 -1.954165 6.754344 1.529 0.352 0.757
H 2.013207 -1.489395 3.936134 0.125 0.876 -0.023
H 2.790007 -2.851075 4.402434 0.307 -0.331 0.702
H 3.815087 -1.518915 4.056694 -0.052 0.484 0.042
H 2.635257 -0.280145 6.126824 0.260 0.116 0.183
H 1.590067 -3.195605 6.572254 0.686 0.074 -0.029
H 0.713537 -1.902425 5.879044 -0.477 0.178 0.267
H 1.214167 -1.811185 7.589314 0.169 0.201 -0.072
H 4.623807 -1.589335 6.511064 0.176 0.064 -0.042
C -4.976463 0.708705 -4.200796 -0.578 -1.074 0.214
C -4.576223 2.138265 -4.211176 -0.031 0.384 -0.559
C -5.206983 3.025595 -3.199116 -1.157 0.595 0.549
O -3.210233 2.277285 -4.076176 2.448 -0.471 0.184
H -6.028003 0.707955 -4.487756 -0.028 -0.434 -0.281
H -4.934483 0.155865 -3.262336 0.133 0.563 0.507
H -4.362973 0.087605 -4.853476 -0.196 0.314 -0.480
H -4.797333 2.519925 -5.207946 -0.550 0.054 -0.248
H -6.222833 3.278105 -3.503076 -0.136 0.146 0.123
H -4.615553 3.938955 -3.135156 -0.191 0.139 -0.029
H -5.261613 2.611905 -2.192156 0.163 -0.250 -0.033
H -2.965263 3.120865 -4.463426 0.247 0.087 0.078
C 7.527317 2.542655 -4.064376 0.189 -0.379 -0.350
C 6.952297 3.678085 -4.914476 -1.541 -1.137 1.693
C 6.986637 3.518925 -6.377886 1.668 0.189 -1.224
O 5.539477 3.691175 -4.643876 -0.607 1.524 0.925
H 7.517477 1.643545 -4.680496 0.414 -0.259 0.128
H 6.893757 2.322135 -3.205266 -0.165 0.317 -0.055
H 8.510597 2.756925 -3.645626 0.203 -0.156 -0.389
H 7.403297 4.591295 -4.526196 -0.480 0.374 -0.349
H 6.402367 2.651795 -6.685796 -0.017 0.046 -0.008
H 8.014977 3.380155 -6.711586 0.171 -0.161 -0.265
H 6.634137 4.424185 -6.872196 -0.263 -0.140 0.033
H 5.127227 2.833115 -4.767856 0.374 -0.268 -0.149
C 0.022027 6.374485 -3.362186 0.744 0.539 1.647
C -0.242023 6.388325 -4.817456 -0.040 0.712 0.152
C 0.623717 5.428215 -5.553506 -0.120 -0.523 -1.019
O -1.599363 6.021905 -5.008106 -0.614 -0.521 -0.440
H -0.263233 5.418395 -2.923306 -0.256 0.065 0.027
H -0.466673 7.216255 -2.871576 -0.567 -0.199 0.177
H 1.055087 6.543235 -3.058206 0.358 -0.151 -0.478
H -0.159473 7.410975 -5.185526 0.477 0.114 -0.279
H 0.684727 4.486345 -5.008296 0.052 -0.068 -0.048
H 1.629867 5.775445 -5.788456 -0.048 0.184 0.359
H 0.134037 5.245135 -6.509956 0.102 -0.235 -0.121
H -2.136143 6.687315 -4.571436 -0.128 -0.003 0.049
C 4.559057 -2.467955 -5.461686 0.789 -1.799 1.015
C 4.140127 -1.409755 -6.422996 -0.460 0.009 0.951
C 3.043907 -1.864245 -7.372006 0.108 0.112 -0.825
O 3.740457 -0.305425 -5.600436 0.118 0.826 -0.720
H 5.166777 -2.149805 -4.614606 0.129 0.777 -0.242
H 5.160597 -3.282625 -5.864876 -0.166 -0.093 -0.537
H 3.721747 -2.949425 -4.956516 -0.447 -0.002 -0.264
H 5.003877 -1.080745 -7.000726 -0.087 0.301 0.025
H 2.243447 -2.474525 -6.953736 0.035 0.235 0.475
H 3.454577 -2.470595 -8.179336 0.264 -0.135 0.022
H 2.618657 -0.997955 -7.878756 -0.144 0.077 0.164
H 3.052707 -0.570495 -4.985346 -0.139 -0.238 -0.015
C 1.901927 1.367485 -0.976796 -1.004 -0.204 0.856
C 0.565107 0.501695 -1.113066 2.053 1.912 0.283
C -0.575313 1.244785 -0.398386 0.525 -1.415 -0.669
O 0.347807 0.350675 -2.480106 -0.620 -0.491 -0.991
H 1.791527 2.364955 -1.402206 -0.329 -0.094 -0.441
H 2.813277 0.934125 -1.388826 -0.273 -0.317 -0.064
H 2.059927 1.589725 0.078544 0.266 -0.272 0.249
H 0.758837 -0.489255 -0.702466 -0.176 -0.029 0.208
H -0.274623 1.305695 0.647544 -0.403 0.568 -0.017
H -1.480423 0.645605 -0.497636 -0.133 -0.013 0.233
H -0.760953 2.177185 -0.931566 0.167 0.330 0.486
H -0.367503 0.933525 -2.745056 -0.110 0.027 -0.193
```
Positions in Å, forces in eV/Å.

These are the Löwdin partial charges, in e, on atoms 1 to 99: atom 1 (C): -0.03, atom 2 (C): -0.47, atom 3 (C): -0.14, atom 4 (C): -0.15, atom 5 (C): -0.13, atom 6 (C): -0.45, atom 7 (N): -0.15, atom 8 (O): 0.00, atom 9 (C): -0.03, atom 10 (C): -0.03, atom 11 (C): -0.04, atom 12 (H): 0.07, atom 13 (H): 0.07, atom 14 (H): 0.06, atom 15 (H): 0.11, atom 16 (H): 0.12, atom 17 (H): 0.10, atom 18 (H): 0.11, atom 19 (H): 0.11, atom 20 (H): 0.11, atom 21 (H): 0.08, atom 22 (H): 0.07, atom 23 (H): 0.08, atom 24 (H): 0.08, atom 25 (H): 0.08, atom 26 (H): 0.08, atom 27 (H): 0.08, atom 28 (H): 0.08, atom 29 (H): 0.08, atom 30 (H): 0.07, atom 31 (C): -0.05, atom 32 (C): -0.45, atom 33 (C): -0.13, atom 34 (C): -0.18, atom 35 (C): -0.15, atom 36 (C): -0.49, atom 37 (N): -0.13, atom 38 (O): 0.00, atom 39 (C): -0.02, atom 40 (C): -0.02, atom 41 (C): -0.03, atom 42 (H): 0.08, atom 43 (H): 0.07, atom 44 (H): 0.08, atom 45 (H): 0.12, atom 46 (H): 0.12, atom 47 (H): 0.10, atom 48 (H): 0.11, atom 49 (H): 0.11, atom 50 (H): 0.12, atom 51 (H): 0.08, atom 52 (H): 0.08, atom 53 (H): 0.08, atom 54 (H): 0.08, atom 55 (H): 0.06, atom 56 (H): 0.07, atom 57 (H): 0.08, atom 58 (H): 0.07, atom 59 (H): 0.07, atom 60 (H): 0.07, atom 61 (C): -0.03, atom 62 (C): -0.48, atom 63 (C): -0.13, atom 64 (C): -0.19, atom 65 (C): -0.16, atom 66 (C): -0.42, atom 67 (N): -0.11, atom 68 (O): -0.03, atom 69 (C): -0.04, atom 70 (C): -0.01, atom 71 (C): -0.06, atom 72 (H): 0.06, atom 73 (H): 0.08, atom 74 (H): 0.08, atom 75 (H): 0.12, atom 76 (H): 0.11, atom 77 (H): 0.10, atom 78 (H): 0.11, atom 79 (H): 0.12, atom 80 (H): 0.11, atom 81 (H): 0.07, atom 82 (H): 0.07, atom 83 (H): 0.07, atom 84 (H): 0.08, atom 85 (H): 0.05, atom 86 (H): 0.08, atom 87 (H): 0.08, atom 88 (H): 0.08, atom 89 (H): 0.08, atom 90 (H): 0.10, atom 91 (C): -0.07, atom 92 (C): -0.48, atom 93 (C): -0.06, atom 94 (O): -0.05, atom 95 (H): 0.07, atom 96 (H): 0.08, atom 97 (H): 0.07, atom 98 (H): 0.13, atom 99 (H): 0.08